Density functional theory data (ωB97M-V with the def2-TZVPD basis set) for a 8-piece molecular cluster, C32H64O8 overall at a distorted geometry.

```
104
Properties=species:S:1:pos:R:3
C -5.4028 -2.0667 0.1145
C -5.6585 -0.8904 1.1179
C -4.7080 -1.2749 2.2229
O -3.7955 -2.3055 1.7648
C -3.9683 -2.3598 0.3615
H -5.6011 -1.7824 -0.9198
H -6.0809 -2.9284 0.2917
H -6.6640 -0.9155 1.5567
H -5.4874 0.0839 0.6991
H -5.1584 -1.6813 3.1100
H -4.1207 -0.3894 2.4796
H -3.7042 -3.3681 -0.0268
H -3.3282 -1.6969 -0.2048
C 2.5417 0.0184 -2.5654
C 3.9225 -0.1121 -3.0747
C 4.3614 -1.3659 -2.3036
O 3.2355 -2.2489 -2.4446
C 2.0626 -1.4317 -2.6772
H 1.8944 0.5726 -3.2158
H 2.5236 0.4183 -1.5160
H 4.5663 0.7411 -2.9096
H 3.8946 -0.3077 -4.1391
H 4.5181 -1.0824 -1.2844
H 5.1781 -1.8908 -2.7803
H 1.2704 -1.5886 -1.9265
H 1.6342 -1.6884 -3.6818
C -1.5258 0.8090 -0.8590
C -0.6566 0.8752 0.3728
C -1.6705 0.6972 1.4881
O -2.8698 1.3332 1.0128
C -2.7249 1.5933 -0.3882
H -1.8282 -0.2123 -1.0922
H -1.0896 1.3053 -1.7188
H -0.2991 1.8978 0.4402
H 0.1821 0.2089 0.4845
H -1.2973 1.1328 2.4652
H -1.9233 -0.4037 1.6530
H -2.5068 2.6511 -0.6036
H -3.6371 1.3599 -0.9474
C 1.4910 -4.0728 1.0375
C 0.1163 -4.0064 1.8006
C -0.5326 -2.7666 1.1551
O 0.3913 -2.2293 0.2507
C 1.7254 -2.6251 0.6373
H 1.4184 -4.6377 0.1266
H 2.2349 -4.4558 1.7122
H 0.2586 -3.9231 2.8806
H -0.4466 -4.9051 1.5985
H -0.8359 -2.0799 1.9832
H -1.4625 -2.9840 0.5925
H 2.0732 -2.0129 1.4514
H 2.3981 -2.6322 -0.2433
C 4.1144 1.1745 2.0168
C 2.6580 0.9749 1.6158
C 1.9875 0.3635 2.8441
O 3.0374 -0.2025 3.5723
C 4.1061 0.6724 3.4796
H 4.4095 2.2345 1.9872
H 4.7983 0.5592 1.4007
H 2.6203 0.2557 0.8113
H 2.1821 1.9282 1.3334
H 1.2230 -0.3668 2.6155
H 1.5829 1.1707 3.4584
H 5.0122 0.1363 3.7630
H 3.9934 1.5578 4.1158
C 0.4079 4.5093 -1.7789
C 1.6612 3.8445 -1.2828
C 2.4354 3.4950 -2.5808
O 1.3719 3.0553 -3.3994
C 0.0857 3.7002 -3.0398
H 0.5597 5.6222 -1.9262
H -0.4144 4.4893 -1.1121
H 1.4089 2.9307 -0.7293
H 2.1365 4.4996 -0.5790
H 3.2076 2.7448 -2.5243
H 2.8842 4.4493 -2.9539
H -0.6114 2.9167 -2.7556
H -0.2179 4.2841 -3.8977
C -1.2369 -5.7224 -2.5595
C -0.5596 -4.6990 -1.6714
C -1.1780 -3.4004 -2.1800
O -2.4741 -3.7461 -2.7336
C -2.6430 -5.1257 -2.7818
H -1.2856 -6.6755 -2.0149
H -0.7996 -5.8942 -3.5422
H 0.5695 -4.6694 -1.7398
H -0.8242 -4.9234 -0.6587
H -0.6256 -3.0493 -3.0080
H -1.2998 -2.6475 -1.4547
H -3.2534 -5.3705 -3.6424
H -3.2664 -5.4116 -1.8955
C -0.8754 5.5134 1.9049
C 0.6146 5.5207 2.2251
C 0.8387 4.1783 2.9464
O -0.0570 3.3358 2.1962
C -1.2813 4.0471 2.0927
H -1.1254 5.9042 0.8982
H -1.5208 6.1561 2.5693
H 1.0266 6.3707 2.7589
H 1.1478 5.4219 1.2751
H 0.4616 4.1493 4.0078
H 1.8389 3.7673 2.9258
H -1.8422 3.8973 3.0476
H -1.8979 3.6983 1.2423
```

Output
Largest force on an atom = 2.51 eV/A
Kohn-Sham gap = 9.77 eV
ΔE to the lowest compared entry with this formula, charge and spin = 16.3 kcal per mole
Energy = -1859.42230 Ha
2S+1 = 1

Atom charges from the Mulliken analysis, given in e for atoms 1 to 6: -0.76, -0.52, -0.24, -0.49, 0.88, 0.39